Here is a 3-piece molecular cluster, C18H40N2O3 overall from the OMol25 dataset. Energies are from ωB97M-V with the def2-TZVPD basis set.

Output
Largest force on an atom in eV/A: 4.109
Frontier orbital gap in eV: 8.791
SMILES: CC1(C)CCCC(C)(C)N1O.CC1(C)CCCC(C)(C)N1O.O
HOMO in eV: -8.4

Positions of all 63 atoms, in Å:
C -13.8941 -15.0433 -1.3768
C -12.9260 -15.5132 -0.2959
C -12.9262 -17.0507 -0.3494
C -11.5352 -15.0532 -0.7734
C -11.0846 -13.5860 -0.4097
C -11.5543 -13.2214 1.0467
C -13.0837 -13.5681 1.3325
C -13.1380 -13.3669 2.9037
C -13.9665 -12.5471 0.5976
N -13.2303 -15.0740 1.0513
O -14.4011 -15.6051 1.5148
H -14.8474 -14.9291 -0.8607
H -13.5830 -14.1189 -1.8636
H -14.2229 -15.5955 -2.2572
H -12.0382 -17.4570 0.1349
H -13.7797 -17.6772 -0.0906
H -12.7991 -17.2826 -1.4068
H -10.8815 -15.8811 -0.4990
H -11.5512 -15.0596 -1.8632
H -10.0112 -13.4057 -0.4680
H -11.6915 -13.0513 -1.1404
H -11.6634 -12.1371 1.0235
H -10.9570 -13.7154 1.8130
H -12.6540 -14.1795 3.4456
H -14.1911 -13.3407 3.1837
H -12.7834 -12.4078 3.2812
H -13.5994 -12.4027 -0.4185
H -14.0442 -11.5292 0.9795
H -14.9706 -12.9686 0.5504
H -14.0172 -15.9900 2.3060
C -4.9398 -17.1648 3.2770
C -5.7160 -18.4352 3.7628
C -5.3817 -19.7146 2.8915
C -5.1608 -18.6538 5.1943
C -6.1731 -19.4917 6.0960
C -7.6405 -19.0033 6.0153
C -8.1441 -18.7948 4.5955
C -8.6707 -20.1359 4.0761
C -9.4390 -17.8870 4.9311
N -7.1584 -18.0840 3.8086
O -7.7145 -17.8382 2.5333
H -3.8935 -16.9824 3.5218
H -4.9197 -17.1457 2.1874
H -5.3382 -16.2190 3.6444
H -5.5342 -20.5828 3.5326
H -6.0494 -19.9110 2.0526
H -4.4764 -19.6611 2.2868
H -4.3139 -19.3196 5.0278
H -4.8976 -17.7210 5.6929
H -6.1892 -20.5271 5.7558
H -5.9304 -19.5090 7.1584
H -7.7343 -18.0839 6.5932
H -8.2855 -19.5820 6.6764
H -9.2381 -20.0052 3.1547
H -9.4361 -20.6040 4.6952
H -7.9499 -20.9176 3.8366
H -9.1548 -17.0166 5.5225
H -10.2512 -18.4018 5.4444
H -9.8824 -17.4684 4.0277
H -7.5191 -16.9253 2.3100
O -8.0878 -19.9927 -2.7957
H -8.7410 -20.6508 -2.5582
H -7.9105 -19.5251 -1.9795